Entry 1:
This record from the Open Molecules 2025 dataset describes a single C2HCl2NO2 molecule. The level of theory is the ωB97M-V functional and the def2-TZVPD basis.

```
8
Properties=species:S:1:pos:R:3:forces:R:3
N -3.679 0.392 1.514 -1.2 0.1 0.6
H 1.373 -0.503 1.115 -2.4 0.2 0.0
Cl -1.765 -1.414 -1.233 -0.2 -0.3 0.2
Cl -1.411 1.559 -0.821 -0.2 -1.6 1.0
C -2.899 -0.080 0.832 0.6 0.1 0.6
C -1.696 -0.402 0.167 2.9 1.6 -3.6
O -0.657 -0.589 0.972 -0.3 0.5 3.3
O 0.642 -0.805 0.488 0.9 -0.5 -2.0
```
Forces are in eV/Å.

For the relative energy (zero: lowest compared OMol25 entry of this formula, charge and spin), the calculation gives 175.9 kJ/mol. As for the multiplicity: 1. The calculation puts the HOMO-LUMO gap at 9.33 eV. As for the structure (SMILES): N#CC(Cl)(Cl)OO. The total energy is -32714.8387 eV.

Löwdin analysis output, partial charges in e: number 1, N, carries 0.23; number 2, H, carries 0.17; number 3, Cl, carries 0.74; number 4, Cl, carries 0.26; number 5, C, carries -0.28; number 6, C, carries -0.99; number 7, O, carries -0.14; number 8, O, carries 0.01

---

Entry 2:
This record from the Open Molecules 2025 dataset describes 2 unconnected molecules or ions with the total composition C3H11N2S. The level of theory is the ωB97M-V functional and the def2-TZVPD basis.

```
17
Properties=species:S:1:pos:R:3:forces:R:3
H -1.378 0.075 -1.782 -0.1 0.1 0.0
H 2.246 1.747 0.282 0.0 -0.1 0.0
C 1.242 1.864 0.684 0.0 -0.3 -0.4
H 1.206 1.441 1.680 0.0 0.1 0.2
H -0.170 -3.862 1.380 0.0 0.0 0.1
H 1.321 -3.025 0.936 0.1 0.0 0.1
N -1.365 1.087 -1.783 0.3 -0.2 -0.2
H 0.202 0.128 -0.049 -0.1 -0.1 -0.1
S -0.502 -2.233 -0.360 0.0 -0.1 0.2
H -0.405 2.794 -1.156 0.0 0.0 0.0
H -1.809 1.554 -2.558 0.0 0.1 0.1
C -0.477 1.720 -1.038 -0.3 0.0 -0.1
N 0.277 1.140 -0.159 0.2 0.2 0.2
H 0.991 2.917 0.689 -0.1 0.1 0.2
H 0.121 -2.207 1.988 0.1 0.0 0.1
H -1.768 -2.245 0.082 0.0 0.0 0.0
C 0.268 -2.895 1.164 -0.2 0.1 -0.4
```
Forces are in eV/Å.

For the relative energy (zero: lowest compared OMol25 entry of this formula, charge and spin), the calculation gives 15.2 kJ/mol. As for the multiplicity: 1. The net charge is +1. The calculation puts the HOMO-LUMO gap at 9.93 eV. The total energy is -17098.8554 eV.

Löwdin analysis output, partial charges in e: number 1, H, carries 0.09; number 2, H, carries 0.10; number 3, C, carries -0.01; number 4, H, carries 0.10; number 5, H, carries 0.04; number 6, H, carries 0.03; number 7, N, carries 0.19; number 8, H, carries 0.06; number 9, S, carries 0.66; number 10, H, carries 0.17; number 11, H, carries 0.14; number 12, C, carries -0.15; number 13, N, carries 0.02; number 14, H, carries 0.09; number 15, H, carries 0.03; number 16, H, carries -0.12; number 17, C, carries -0.43

---

Entry 3:
This record from the Open Molecules 2025 dataset describes 12 unconnected molecules or ions with the total composition C5H33NO11. The level of theory is the ωB97M-V functional and the def2-TZVPD basis.

```
50
Properties=species:S:1:pos:R:3:forces:R:3
H 2.498 -1.038 1.319 -1.1 -1.2 -0.2
H 0.129 -1.000 -2.782 -0.1 0.5 0.6
H -4.976 -2.108 0.667 1.8 2.1 -0.4
H -0.734 2.174 1.695 -0.4 0.4 -0.9
H 2.553 -0.408 -1.093 1.0 -0.1 0.7
H 0.469 2.811 -1.723 -0.5 1.2 0.1
H -2.107 -1.460 -1.698 -0.3 0.1 -0.1
H -3.325 -1.460 -2.685 0.8 -0.5 1.5
C 1.637 -1.771 1.354 -0.1 1.3 1.8
C 0.446 -1.136 0.590 1.2 0.2 -0.2
O -0.370 3.359 -1.726 -0.3 -3.6 1.5
H 4.694 -2.824 0.144 0.7 -0.3 -0.4
H -2.495 1.126 -1.016 -2.2 1.3 5.5
N 0.218 -0.575 -1.854 1.1 -1.7 0.7
O -2.214 0.856 -1.810 2.0 1.5 -7.0
O -3.360 1.077 0.624 -1.4 -0.9 -0.7
H -4.169 -1.647 -0.552 0.8 0.0 -0.8
H 0.184 -1.315 2.900 -0.1 -0.7 0.4
H -2.632 0.969 1.218 1.0 0.0 0.9
H 1.009 -3.218 -2.259 -0.5 1.3 0.8
H 1.261 -3.609 -0.625 0.1 -0.3 1.5
O -0.895 1.443 2.296 0.2 1.0 2.9
O 3.338 0.044 -0.699 -0.6 0.3 -2.4
H 4.236 -3.258 1.531 0.7 -1.4 1.6
O -1.827 3.225 0.570 -2.9 0.0 1.3
O -4.278 -1.411 0.371 -2.7 -2.3 1.6
C 0.535 -1.555 -0.845 -0.7 -1.0 -1.9
H 2.327 1.456 -1.040 0.0 0.1 -0.4
H 1.499 1.235 1.720 0.6 0.6 0.0
H -3.785 0.173 0.564 0.2 1.0 0.2
O 4.041 -2.703 0.818 -0.3 1.4 -1.3
H 1.721 -1.207 3.455 3.1 3.3 2.7
H -2.799 2.931 0.470 2.3 0.5 0.3
H -0.305 4.129 -2.204 0.7 2.5 -1.7
H -1.036 1.993 3.150 0.3 -1.7 -1.9
O -2.981 -1.860 -1.834 -0.5 0.2 -1.9
O 2.067 2.389 -1.150 -0.7 -1.0 -1.6
C 1.177 -1.771 2.867 -2.0 -0.3 -4.3
H -2.145 1.761 -2.317 0.1 -2.6 1.3
H 2.470 2.683 -0.367 0.6 1.3 1.8
H -1.452 3.169 -0.288 0.9 0.2 -1.7
H 3.566 -0.328 0.130 0.0 -0.9 0.8
H -0.511 -1.366 1.121 0.6 0.2 -0.9
H -0.475 0.115 -1.623 -0.3 0.2 -0.1
H 1.299 -2.693 3.285 -0.6 -2.8 1.1
H 0.645 -0.036 0.627 -0.7 -0.8 0.0
H 2.804 0.532 1.668 0.2 0.4 0.1
C 0.907 -2.811 -1.210 0.0 0.5 -2.1
O 2.450 1.422 1.551 -1.0 -0.2 0.6
H 2.076 -2.718 0.959 -1.2 1.0 0.6
```
Forces are in eV/Å.

For the relative energy (zero: lowest compared OMol25 entry of this formula, charge and spin), the calculation gives 383.2 kJ/mol. As for the multiplicity: 1. The calculation puts the HOMO-LUMO gap at 8.62 eV. As for the structure (SMILES): C=C(N)CCC.O.O.O.O.O.O.O.O.O.O.O. The total energy is -29731.4558 eV.

Löwdin analysis output, partial charges in e: number 1, H, carries 0.05; number 2, H, carries 0.10; number 3, H, carries 0.12; number 4, H, carries 0.00; number 5, H, carries 0.05; number 6, H, carries 0.04; number 7, H, carries 0.02; number 8, H, carries 0.09; number 9, C, carries -0.22; number 10, C, carries -0.16; number 11, O, carries -0.05; number 12, H, carries 0.06; number 13, H, carries -0.09; number 14, N, carries 0.09; number 15, O, carries -0.05; number 16, O, carries -0.09; number 17, H, carries -0.01; number 18, H, carries 0.07; number 19, H, carries 0.00; number 20, H, carries 0.08; number 21, H, carries 0.03; number 22, O, carries -0.09; number 23, O, carries -0.04; number 24, H, carries 0.03; number 25, O, carries -0.08; number 26, O, carries -0.09; number 27, C, carries -0.41; number 28, H, carries 0.00; number 29, H, carries 0.03; number 30, H, carries 0.03; number 31, O, carries -0.02; number 32, H, carries 0.01; number 33, H, carries 0.08; number 34, H, carries 0.01; number 35, H, carries 0.11; number 36, O, carries -0.08; number 37, O, carries -0.05; number 38, C, carries -0.05; number 39, H, carries 0.12; number 40, H, carries 0.01; number 41, H, carries -0.04; number 42, H, carries 0.00; number 43, H, carries 0.13; number 44, H, carries 0.03; number 45, H, carries 0.04; number 46, H, carries 0.10; number 47, H, carries 0.01; number 48, C, carries 0.03; number 49, O, carries -0.05; number 50, H, carries 0.08

---

Entry 4:
This record from the Open Molecules 2025 dataset describes a molecular structure, C6H15N2. The level of theory is the ωB97M-V functional and the def2-TZVPD basis.

```
23
Properties=species:S:1:pos:R:3:forces:R:3
C -0.199 1.034 -0.114 -0.7 1.4 -1.4
H -0.781 0.704 0.748 0.6 -0.4 0.4
H 2.245 2.726 1.736 0.0 0.1 0.3
H -0.709 1.967 -0.378 0.0 0.1 -0.1
H -0.010 0.500 -2.194 0.4 -0.2 -0.5
N -2.224 -1.438 0.290 2.9 -3.3 -0.2
C -0.022 -1.393 -0.882 0.2 0.5 0.4
H -3.007 -2.087 0.386 -0.2 0.2 0.1
H 1.501 2.290 -0.477 0.5 0.0 0.0
H -1.835 -2.365 -1.623 0.2 0.3 -0.4
N 2.061 0.413 0.238 1.1 0.9 0.0
C -1.251 -2.279 -0.706 -0.6 1.2 -4.8
H 0.465 2.795 1.832 -0.3 0.0 -0.3
H -0.927 -3.326 -0.639 -0.3 0.0 1.4
H -1.464 -0.025 -1.323 -0.1 0.5 -0.5
H -1.418 -2.091 0.627 -1.8 1.5 3.6
C 1.324 2.151 1.698 1.1 0.0 -0.4
H 2.926 0.684 0.752 0.0 -0.3 -0.2
H 0.379 -1.314 0.141 0.3 -0.2 -0.1
H 0.764 -1.842 -1.487 -0.1 -0.1 -0.1
C -0.378 0.076 -1.276 -0.7 -1.0 1.3
H 1.315 1.341 2.419 0.0 0.1 0.2
C 1.245 1.478 0.235 -2.3 -1.5 1.1
```
Forces are in eV/Å.

For the relative energy (zero: lowest compared OMol25 entry of this formula, charge and spin), the calculation gives 842.0 kJ/mol. As for the multiplicity: 1. The net charge is +1. The calculation puts the HOMO-LUMO gap at 4.49 eV. The total energy is -9431.2451 eV.

Löwdin analysis output, partial charges in e: number 1, C, carries -0.18; number 2, H, carries 0.13; number 3, H, carries 0.10; number 4, H, carries 0.13; number 5, H, carries 0.11; number 6, N, carries 0.03; number 7, C, carries -0.20; number 8, H, carries 0.06; number 9, H, carries 0.24; number 10, H, carries 0.12; number 11, N, carries 0.41; number 12, C, carries -0.27; number 13, H, carries 0.11; number 14, H, carries 0.13; number 15, H, carries 0.11; number 16, H, carries 0.05; number 17, C, carries 0.05; number 18, H, carries 0.14; number 19, H, carries 0.09; number 20, H, carries 0.12; number 21, C, carries -0.17; number 22, H, carries 0.10; number 23, C, carries -0.37

---

Entry 5:
This record from the Open Molecules 2025 dataset describes a single C4H7NO molecule. The level of theory is the ωB97M-V functional and the def2-TZVPD basis.

```
13
Properties=species:S:1:pos:R:3:forces:R:3
C -1.926 -1.479 0.372 -3.8 -3.0 0.5
C -0.857 -1.040 0.119 0.2 0.3 -1.2
O 1.546 -1.044 0.260 0.0 -1.1 0.1
H 0.243 -0.225 1.424 0.2 1.0 -2.0
N -0.281 2.178 -0.409 -0.4 1.2 -1.6
H -2.831 -2.138 0.578 1.8 1.7 -0.5
H -1.209 2.222 -0.033 -0.1 -1.0 0.8
C 0.638 1.028 -0.396 -0.5 1.3 -1.0
H 0.992 0.950 -1.429 -0.4 -0.8 -0.2
H 1.546 1.351 0.068 0.5 0.2 0.9
H -0.436 2.627 -1.345 0.8 -1.1 1.2
H 2.072 -0.863 -0.502 0.4 0.1 -1.0
C 0.348 -0.314 0.243 1.1 1.2 4.1
```
Forces are in eV/Å.

For the relative energy (zero: lowest compared OMol25 entry of this formula, charge and spin), the calculation gives 414.2 kJ/mol. As for the multiplicity: 1. The calculation puts the HOMO-LUMO gap at 10.09 eV. As for the structure (SMILES): C#C[C@@H](O)CN. The total energy is -7795.3517 eV.

Löwdin analysis output, partial charges in e: number 1, C, carries 0.10; number 2, C, carries -0.12; number 3, O, carries -0.01; number 4, H, carries 0.19; number 5, N, carries -0.01; number 6, H, carries 0.07; number 7, H, carries 0.05; number 8, C, carries -0.23; number 9, H, carries 0.12; number 10, H, carries 0.10; number 11, H, carries 0.08; number 12, H, carries 0.07; number 13, C, carries -0.43

---

Entry 6:
This record from the Open Molecules 2025 dataset describes a molecular structure, C8H9N. The level of theory is the ωB97M-V functional and the def2-TZVPD basis.

```
18
Properties=species:S:1:pos:R:3:forces:R:3
C -1.503 1.955 -1.064 2.8 -1.0 -1.7
N -0.955 0.585 -0.893 -0.2 1.3 0.8
H -0.791 2.761 -0.860 0.3 -0.5 0.3
C 1.531 0.561 -0.195 -0.7 -0.8 2.3
H -2.028 -1.137 -1.061 -1.3 -1.5 -1.5
H 0.043 -2.805 1.383 0.0 -0.6 0.3
C 1.748 -1.491 1.205 1.2 2.2 -2.5
H -2.276 2.063 -0.418 -2.7 0.6 1.8
H 2.417 -2.130 1.664 1.2 -1.2 1.2
H 1.660 1.613 -0.258 1.2 0.7 -0.9
H 3.461 -0.034 0.812 -2.7 -0.8 -0.5
C 0.207 0.179 -0.211 -0.5 -1.4 -1.2
C -1.700 -0.543 -0.284 1.5 -0.5 0.5
H -1.780 2.128 -2.105 -0.4 -0.2 0.1
C -0.348 -1.053 0.256 0.7 2.4 -0.2
C 0.450 -1.911 0.970 -1.2 0.6 -0.2
C 2.323 -0.318 0.588 1.2 -0.1 1.1
H -2.457 -0.422 0.470 -0.3 0.7 0.3
```
Forces are in eV/Å.

For the relative energy (zero: lowest compared OMol25 entry of this formula, charge and spin), the calculation gives 221.1 kJ/mol. As for the multiplicity: 1. The calculation puts the HOMO-LUMO gap at 8.61 eV. The total energy is -9929.3006 eV.

Löwdin analysis output, partial charges in e: number 1, C, carries -0.03; number 2, N, carries -0.09; number 3, H, carries 0.08; number 4, C, carries -0.04; number 5, H, carries 0.09; number 6, H, carries 0.10; number 7, C, carries -0.11; number 8, H, carries 0.04; number 9, H, carries 0.06; number 10, H, carries 0.09; number 11, H, carries 0.14; number 12, C, carries -0.23; number 13, C, carries -0.07; number 14, H, carries 0.08; number 15, C, carries -0.10; number 16, C, carries -0.06; number 17, C, carries -0.07; number 18, H, carries 0.12